*1*
DFT (ωB97M-V/def2-TZVPD) results for a 3-piece molecular cluster, C5H12N4 overall.

The calculation puts the HOMO-LUMO gap at 0.33601 Ha.

Each atom is followed by the atoms it is bonded to, with distances in Å.
Positions of all 21 atoms, in Å:
1 C 2.154 -1.197 -0.262  C2 1.510, H6 1.219, H7 1.058, H8 1.105
2 C 0.670 -0.923 -0.198  C1 1.510, C3 1.638, C4 1.527, N18 1.260
3 C -0.022 -1.082 1.278  C2 1.638, H9 1.152, H10 1.190, H11 1.202
4 C -0.063 -1.376 -1.458  C2 1.527, H12 1.074, H13 1.055, N18 1.528
5 C -0.953 0.693 -0.238  N18 1.470, N19 1.228, N20 1.403
6 H 3.079 -0.549 0.199  C1 1.219
7 H 2.373 -0.812 -1.223  C1 1.058
8 H 2.581 -2.208 -0.139  C1 1.105
9 H -1.148 -0.855 1.192  C3 1.152
10 H 0.260 -0.408 2.217  C3 1.190
11 H -0.266 -2.221 1.573  C3 1.202
12 H -1.032 -1.838 -1.483  C4 1.074
13 H 0.478 -1.588 -2.338  C4 1.055
14 H -2.080 0.096 -1.555  N19 0.969
15 H -1.466 2.572 0.249  N20 1.248
16 H 1.482 0.989 0.595  no bonds
17 H 0.519 1.392 2.662  no bonds
18 N 0.183 0.017 -0.881  C2 1.260, C4 1.528, C5 1.470
19 N -2.056 0.676 -0.778  C5 1.228, H14 0.969
20 N -0.882 1.623 0.810  C5 1.403, H15 1.248, N21 1.522
21 N 0.541 1.789 1.323  N20 1.522

Quick look at the Löwdin charges, all values in e: C -0.0575; C -0.6466; C -0.0484; C 0.0417; C -0.5776; H 0.1282; H 0.0477; H 0.0841; H 0.0766; H 0.0615; H 0.1081; H 0.1055; H 0.0909; H 0.0189; H 0.2404; H 0.2227; H 0.1864; N -0.0007; N 0.1416; N -0.1039; N -0.1194

=====

*2*
DFT (ωB97M-V/def2-TZVPD) results for one molecule with the formula C5H12N4.

The calculation puts the HOMO-LUMO gap at 0.32020 Ha. The SMILES is CC(C)(C)N1N=NCN1.

Each atom is followed by the atoms it is bonded to, with distances in Å.
Positions of all 21 atoms, in Å:
1 C 2.744 0.493 0.563  N6 1.527, N8 1.425, H10 1.041, H11 1.171
2 C -1.253 -0.837 1.075  C5 1.517, H12 1.180, H13 1.096, H14 1.029
3 C -1.425 1.381 -0.256  C5 1.524, H15 1.086, H16 1.141, H17 1.120
4 C -1.071 -0.913 -1.331  C5 1.548, H18 1.014, H19 1.123, H20 1.094
5 C -0.802 -0.002 -0.108  C2 1.517, C3 1.524, C4 1.548, N9 1.534
6 N 2.640 0.443 -0.960  C1 1.527, N7 1.235
7 N 1.441 0.230 -1.163  N6 1.235, N9 1.302
8 N 1.472 0.184 1.128  C1 1.425, N9 1.425, H21 1.085
9 N 0.717 0.212 -0.080  C5 1.534, N7 1.302, N8 1.425
10 H 3.579 -0.099 0.747  C1 1.041
11 H 2.970 1.633 0.705  C1 1.171
12 H -0.495 -1.673 1.419  C2 1.180
13 H -1.326 -0.219 1.977  C2 1.096
14 H -2.038 -1.407 0.731  C2 1.029
15 H -1.136 1.842 -1.195  C3 1.086
16 H -1.365 2.057 0.661  C3 1.141
17 H -2.496 1.179 -0.514  C3 1.120
18 H -0.888 -0.554 -2.262  C4 1.014
19 H -0.487 -1.864 -1.206  C4 1.123
20 H -2.106 -1.255 -1.419  C4 1.094
21 H 1.325 -0.830 1.487  N8 1.085

Quick look at the Löwdin charges, all values in e: C -0.2340; C -0.0496; C -0.0406; C -0.0612; C -0.5213; N -0.0048; N -0.0207; N 0.0183; N -0.1688; H 0.0724; H 0.1302; H 0.1158; H 0.0889; H 0.0432; H 0.0755; H 0.1083; H 0.0911; H 0.0329; H 0.1080; H 0.0860; H 0.1303

=====

Relative to the most stable structure, the computed energies are *1* 589.9; *2* 0.0, all in kJ/mol.